{
  "formula": "C36H43As2IrN4O12PTe",
  "method": "the ωB97M-V functional and the def2-TZVPD basis",
  "elements": ["Ir", "O", "C", "N", "C", "C", "C", "C", "C", "C", "N", "C", "C", "C", "C", "C", "N", "H", "H", "H", "H", "H", "H", "H", "H", "H", "H", "C", "O", "C", "O", "C", "C", "As", "C", "C", "C", "As", "C", "C", "O", "O", "C", "C", "O", "O", "C", "C", "O", "O", "C", "H", "H", "H", "H", "H", "H", "H", "H", "H", "H", "H", "H", "H", "H", "H", "H", "H", "H", "C", "C", "O", "P", "O", "Te", "O", "C", "C", "H", "H", "H", "H", "H", "H", "H", "H", "H", "H", "N", "C", "C", "C", "C", "C", "C", "H", "H", "H", "H", "H"],
  "coordinates": [[-1.169, 0.337, 1.106], [-4.395, -0.175, 3.551], [-3.306, -0.304, 2.988], [-2.267, 0.521, 2.984], [-2.394, 1.857, 3.470], [-1.421, 2.790, 2.762], [-1.275, 4.100, 3.202], [-0.429, 4.963, 2.534], [0.267, 4.509, 1.422], [0.092, 3.198, 1.034], [-0.722, 2.363, 1.696], [-3.049, -1.555, 2.146], [-3.795, -2.695, 2.350], [-3.538, -3.817, 1.580], [-2.546, -3.767, 0.614], [-1.844, -2.592, 0.435], [-2.104, -1.514, 1.183], [-2.193, 1.917, 4.547], [-3.410, 2.248, 3.326], [-1.836, 4.427, 4.069], [-0.313, 5.984, 2.875], [0.929, 5.148, 0.854], [0.602, 2.792, 0.170], [-4.553, -2.672, 3.121], [-4.106, -4.726, 1.734], [-2.316, -4.618, -0.013], [-1.091, -2.484, -0.337], [3.395, -2.329, 0.282], [2.228, -1.737, -0.271], [1.851, -2.231, -1.488], [2.531, -3.086, -2.041], [0.597, -1.685, -1.947], [0.229, -1.850, -3.305], [1.704, -1.496, -4.509], [0.878, -0.376, -5.915], [2.363, 0.162, -3.523], [1.878, 0.756, -2.431], [0.297, 0.122, -1.297], [-0.981, 0.876, -2.569], [2.299, 2.100, -1.919], [1.543, 3.040, -1.933], [3.492, 2.254, -1.307], [4.286, 1.107, -0.983], [3.484, 0.870, -4.234], [3.418, 2.011, -4.605], [4.613, 0.173, -4.498], [4.861, -1.114, -3.910], [-1.158, -1.942, -3.648], [-2.092, -2.066, -2.862], [-1.398, -1.931, -4.996], [-2.771, -2.018, -5.356], [3.546, -1.831, 1.233], [4.257, -2.191, -0.373], [3.252, -3.398, 0.436], [0.420, -1.034, -6.650], [1.671, 0.200, -6.394], [0.123, 0.306, -5.528], [-0.602, 0.791, -3.583], [-1.100, 1.928, -2.314], [-1.935, 0.364, -2.484], [5.204, 1.500, -0.555], [4.526, 0.511, -1.859], [3.773, 0.483, -0.253], [5.930, -1.145, -3.707], [4.596, -1.905, -4.605], [4.305, -1.267, -2.986], [-2.798, -1.948, -6.440], [-3.347, -1.206, -4.913], [-3.205, -2.962, -5.029], [2.385, 1.616, 5.407], [1.157, 1.466, 4.533], [0.550, 0.177, 4.732], [0.713, -0.955, 3.591], [0.458, -0.272, 2.254], [-0.447, -2.835, 4.350], [2.316, -1.172, 3.553], [2.962, -1.873, 4.628], [4.458, -1.774, 4.435], [2.724, 2.654, 5.405], [3.196, 0.985, 5.043], [2.152, 1.327, 6.434], [1.405, 1.608, 3.480], [0.403, 2.208, 4.803], [2.629, -2.910, 4.633], [2.666, -1.430, 5.583], [4.770, -2.277, 3.519], [4.963, -2.250, 5.278], [4.780, -0.733, 4.382], [-2.549, 0.976, 0.097], [-3.690, 1.039, -0.605], [-4.381, 2.263, -0.734], [-5.546, 2.330, -1.472], [-6.055, 1.192, -2.095], [-5.377, -0.019, -1.976], [-4.208, -0.108, -1.248], [-3.968, 3.139, -0.247], [-6.065, 3.276, -1.566], [-6.969, 1.250, -2.672], [-5.761, -0.904, -2.470], [-3.654, -1.037, -1.184]],
  "mulliken_charge": [2.42, -0.80, -0.45, -0.09, -1.40, 0.37, -0.52, -0.69, -0.55, -0.56, 0.36, 0.82, -0.41, -0.79, -0.80, -0.12, 0.62, 0.42, 0.46, 0.55, 0.42, 0.60, -0.03, 0.55, 0.42, 0.56, -0.11, -0.95, -0.11, -0.53, -0.69, 0.71, -0.08, 0.21, -1.29, 0.89, -0.63, 1.78, -1.18, -0.14, -0.63, -0.40, -0.04, 0.25, -0.58, -0.41, -0.29, -0.15, -0.52, -0.24, -0.80, 0.20, 0.31, 0.30, 0.40, 0.42, 0.36, 0.41, 0.45, -0.07, 0.42, 0.00, -0.03, 0.28, 0.35, -0.04, 0.24, 0.31, 0.29, -1.44, 0.56, -0.31, -0.32, -0.26, -0.41, 0.03, -0.50, -1.25, 0.47, 0.15, 0.31, -0.11, 0.26, 0.40, 0.36, 0.29, 0.38, 0.28, 0.37, -0.29, -0.67, -0.57, -0.55, -0.86, 0.67, 0.46, 0.38, 0.38, 0.45, 0.35],
  "multiplicity": 5,
  "e_tot_ha": -7704.837712,
  "e_above_lowest_kj_mol": 38.90,
  "homo_lumo_gap_ev": [5.928, 6.101],
  "s2": 6.0565,
  "charge": -1
}

{
  "formula": "C36H43AsGeN6O7PtS",
  "method": "the ωB97M-V functional and the def2-TZVPD basis",
  "elements": ["Pt", "O", "C", "C", "C", "C", "C", "C", "C", "O", "N", "N", "C", "C", "C", "C", "C", "C", "N", "H", "H", "H", "H", "H", "H", "H", "H", "H", "H", "Ge", "C", "C", "C", "C", "C", "C", "C", "C", "C", "C", "C", "C", "H", "H", "H", "H", "H", "H", "H", "H", "H", "H", "H", "C", "As", "C", "C", "O", "H", "H", "H", "H", "H", "H", "H", "H", "H", "C", "C", "S", "O", "O", "C", "C", "N", "C", "N", "C", "C", "N", "O", "O", "C", "H", "H", "H", "H", "H", "H", "H", "H", "H", "H", "H", "H", "H"],
  "coordinates": [[-0.395, -1.404, 0.203], [-4.337, -1.785, -3.884], [-3.687, -0.756, -4.354], [-4.100, -0.254, -5.616], [-3.510, 0.862, -6.156], [-2.498, 1.526, -5.455], [-2.054, 1.031, -4.232], [-2.604, -0.116, -3.671], [-2.064, -0.614, -2.392], [-0.977, -0.204, -1.932], [-2.834, -1.531, -1.776], [-2.484, -1.942, -0.592], [-3.176, -2.780, 0.103], [-2.673, -3.234, 1.370], [-3.394, -4.141, 2.155], [-2.870, -4.553, 3.366], [-1.639, -4.050, 3.765], [-0.968, -3.172, 2.923], [-1.468, -2.771, 1.766], [-4.030, -2.022, -2.964], [-4.913, -0.771, -6.114], [-3.843, 1.240, -7.119], [-2.057, 2.428, -5.862], [-1.276, 1.547, -3.679], [-4.132, -3.161, -0.260], [-4.351, -4.517, 1.801], [-3.414, -5.259, 3.990], [-1.195, -4.344, 4.708], [0.014, -2.794, 3.189], [2.831, -1.579, -0.976], [3.647, -1.958, -2.745], [5.019, -2.183, -2.770], [5.643, -2.464, -3.976], [4.889, -2.582, -5.135], [3.525, -2.337, -5.117], [2.898, -2.038, -3.916], [1.301, -2.780, -0.475], [1.435, -3.676, 0.605], [0.618, -4.792, 0.700], [-0.323, -5.071, -0.288], [-0.490, -4.205, -1.352], [0.296, -3.049, -1.443], [3.832, -1.411, 0.170], [5.599, -2.123, -1.852], [6.721, -2.591, -3.994], [5.359, -2.897, -6.063], [2.942, -2.413, -6.029], [1.822, -1.874, -3.896], [2.225, -3.522, 1.337], [0.744, -5.479, 1.530], [-0.895, -5.996, -0.248], [-1.195, -4.442, -2.147], [0.283, -2.467, -2.365], [4.351, 1.789, -1.505], [2.462, 1.535, -1.813], [2.073, 1.445, -3.705], [1.466, 2.961, -0.974], [1.949, 0.070, -1.030], [4.624, 2.770, -1.907], [4.933, 1.020, -2.021], [4.575, 1.765, -0.433], [2.100, 2.462, -4.107], [1.080, 1.016, -3.857], [2.828, 0.841, -4.217], [1.947, 3.903, -1.265], [1.518, 2.850, 0.115], [0.421, 2.983, -1.304], [1.549, 5.855, 6.324], [0.158, 5.458, 6.699], [-0.294, 3.809, 5.947], [0.863, 2.970, 5.778], [-1.411, 3.270, 6.655], [-0.880, 4.089, 4.186], [-1.814, 2.927, 3.842], [-1.438, 2.162, 2.666], [-0.884, 0.928, 2.647], [-0.797, 0.468, 1.392], [-1.290, 1.442, 0.584], [-1.685, 2.504, 1.354], [-2.169, 3.756, 0.881], [-2.166, 3.876, -0.326], [-2.492, 4.588, 1.699], [-0.387, 0.263, 3.859], [1.825, 6.756, 6.890], [1.651, 6.104, 5.263], [2.272, 5.081, 6.600], [-0.621, 6.148, 6.356], [0.036, 5.254, 7.767], [0.033, 4.104, 3.584], [-1.392, 5.054, 4.132], [-2.825, 3.326, 3.678], [-1.864, 2.238, 4.690], [-1.327, 1.349, -0.488], [0.214, 0.961, 4.456], [0.230, -0.593, 3.578], [-1.213, -0.088, 4.493]],
  "mulliken_charge": [3.55, -0.44, 0.55, -0.60, -0.57, -0.93, -0.24, 0.06, 0.72, -0.89, -1.22, 0.37, -0.60, 0.91, -1.13, -0.49, -1.18, -0.19, 0.02, 0.47, 0.53, 0.46, 0.49, 0.48, 0.39, 0.52, 0.49, 0.51, 0.72, 0.97, 0.30, -0.51, -0.66, -0.55, -0.75, 0.00, -0.36, -0.34, -1.00, -0.68, -0.93, 0.30, -0.08, 0.42, 0.44, 0.43, 0.45, 0.28, 0.56, 0.59, 0.52, 0.56, 0.08, -1.13, 0.72, -0.91, -1.07, -0.39, 0.47, 0.40, 0.41, 0.50, 0.15, 0.39, 0.54, 0.26, 0.29, -1.06, -0.48, 1.24, -0.68, -0.65, -0.78, -1.52, 0.37, 0.61, -0.52, -0.62, -0.34, 1.01, -0.55, -0.52, -1.12, 0.38, 0.30, 0.32, 0.39, 0.43, 0.38, 0.57, 0.40, 0.87, 1.33, 0.31, 0.05, 0.46],
  "multiplicity": 5,
  "e_tot_ha": -7081.371792,
  "e_above_lowest_kj_mol": 0.00,
  "homo_lumo_gap_ev": [6.390, 2.768],
  "s2": 6.0450,
  "charge": 4
}